{
  "formula": "C24H40N6OS3ScSi3",
  "method": "wB97M-V/def2-TZVPD",
  "species": ["Sc", "C", "C", "N", "C", "S", "N", "N", "C", "C", "C", "C", "C", "C", "C", "N", "H", "H", "H", "H", "H", "H", "H", "H", "H", "H", "H", "H", "H", "C", "O", "Si", "C", "C", "C", "Si", "C", "C", "C", "Si", "C", "C", "C", "H", "H", "H", "H", "H", "H", "H", "H", "H", "H", "H", "H", "H", "H", "H", "H", "H", "H", "H", "H", "H", "H", "H", "H", "H", "H", "H", "S", "C", "S", "C", "C", "N", "C", "N"],
  "coordinates": [[-0.628, 0.015, -0.513], [-0.001, 5.887, 0.756], [-1.457, 5.465, 0.607], [-1.649, 4.489, -0.453], [-1.561, 3.143, -0.276], [-1.584, 2.182, -1.717], [-1.505, 2.745, 0.979], [-1.368, 1.400, 1.142], [-1.669, 0.923, 2.295], [-2.232, 1.744, 3.411], [-1.496, -0.531, 2.484], [-1.846, -1.148, 3.674], [-1.690, -2.518, 3.805], [-1.190, -3.243, 2.740], [-0.869, -2.557, 1.583], [-1.018, -1.244, 1.461], [0.116, 6.593, 1.583], [0.362, 6.367, -0.157], [0.622, 5.012, 0.950], [-2.088, 6.328, 0.396], [-1.807, 5.012, 1.530], [-1.570, 4.789, -1.409], [-2.215, 2.790, 3.132], [-1.660, 1.602, 4.331], [-3.268, 1.448, 3.604], [-2.259, -0.563, 4.483], [-1.970, -3.014, 4.726], [-1.053, -4.315, 2.792], [-0.508, -3.081, 0.706], [1.513, 0.405, 2.542], [1.295, 0.264, 1.146], [2.572, 0.113, 0.032], [3.651, -1.300, 0.631], [3.663, 1.611, 0.360], [1.596, -0.027, -1.496], [1.931, -1.622, -2.396], [1.171, -1.700, -4.104], [1.305, -3.131, -1.449], [3.765, -1.956, -2.705], [1.880, 1.448, -2.587], [3.628, 1.520, -3.309], [1.677, 3.071, -1.628], [0.772, 1.483, -4.102], [2.438, 0.954, 2.745], [1.573, -0.573, 3.029], [0.685, 0.961, 2.981], [3.810, -1.189, 1.710], [4.633, -1.255, 0.147], [3.237, -2.290, 0.447], [4.373, 1.389, 1.163], [3.062, 2.477, 0.655], [4.242, 1.901, -0.524], [0.146, -1.319, -4.128], [1.142, -2.747, -4.433], [1.765, -1.130, -4.828], [0.237, -3.275, -1.643], [1.441, -3.037, -0.370], [1.830, -4.037, -1.778], [4.207, -1.191, -3.350], [3.870, -2.925, -3.211], [4.352, -1.995, -1.781], [4.398, 1.269, -2.569], [3.838, 2.528, -3.691], [3.733, 0.819, -4.146], [2.638, 3.582, -1.491], [1.240, 2.900, -0.637], [0.999, 3.742, -2.166], [1.228, 0.932, -4.933], [0.611, 2.518, -4.423], [-0.208, 1.040, -3.905], [-1.723, -1.686, -2.130], [-3.185, -1.747, -1.188], [-3.430, -0.455, -0.104], [-4.059, -2.822, -1.318], [-3.814, -3.897, -2.238], [-3.638, -4.775, -2.968], [-5.233, -2.928, -0.498], [-6.172, -3.040, 0.166]],
  "atomic_forces_ev_per_a": [[-0.813, -0.048, 0.101], [0.034, 0.003, -0.008], [0.066, -0.126, -0.135], [-0.044, -0.011, 0.016], [0.036, 0.143, 0.080], [0.325, -0.304, 0.436], [0.116, 0.002, -0.078], [-0.010, 0.131, -0.150], [-0.065, -0.253, 0.184], [-0.026, -0.043, 0.067], [-0.119, 0.207, 0.109], [-0.089, -0.109, 0.269], [-0.038, 0.051, 0.070], [0.013, -0.049, 0.064], [-0.037, -0.112, -0.197], [0.362, 0.147, -0.579], [-0.002, -0.035, -0.042], [0.000, -0.031, 0.047], [-0.010, 0.036, 0.006], [-0.036, 0.050, -0.035], [-0.069, -0.014, 0.037], [-0.022, 0.052, -0.033], [0.000, 0.074, 0.002], [-0.024, 0.005, -0.011], [0.061, 0.003, 0.012], [0.021, -0.040, 0.005], [0.000, 0.020, -0.010], [-0.028, 0.026, -0.023], [0.006, 0.021, 0.004], [0.008, -0.015, -0.188], [-0.082, 0.071, 0.233], [-0.253, 0.098, 0.032], [0.078, -0.174, 0.041], [0.075, 0.249, -0.087], [0.086, -0.144, -0.087], [-0.011, -0.108, 0.093], [-0.146, -0.023, -0.219], [-0.088, -0.187, -0.048], [0.235, -0.014, 0.039], [-0.117, 0.094, -0.004], [0.222, -0.049, -0.064], [0.007, 0.175, 0.112], [-0.113, 0.018, -0.201], [-0.023, -0.020, -0.046], [-0.015, -0.015, -0.027], [0.042, 0.034, -0.011], [0.002, 0.008, -0.082], [-0.103, 0.040, 0.127], [0.019, -0.033, 0.024], [-0.046, 0.018, -0.048], [0.125, -0.090, -0.018], [-0.057, -0.040, 0.182], [0.134, -0.080, -0.038], [0.027, 0.122, 0.027], [-0.076, -0.133, 0.076], [0.194, -0.030, 0.040], [0.042, -0.027, 0.021], [-0.013, 0.124, 0.056], [-0.017, -0.092, 0.054], [0.000, 0.102, 0.046], [-0.079, -0.052, -0.224], [-0.068, 0.057, -0.158], [-0.030, -0.125, 0.034], [0.008, 0.100, 0.090], [-0.122, -0.061, -0.020], [0.023, 0.094, -0.123], [0.090, -0.071, 0.052], [-0.091, 0.149, 0.115], [0.006, -0.088, 0.021], [0.047, 0.051, -0.063], [0.315, 0.163, 0.116], [-0.226, -0.126, 0.074], [0.218, 0.078, -0.164], [-0.128, -0.213, -0.019], [-0.068, 0.232, 0.198], [-0.023, 0.097, 0.102], [0.253, 0.032, -0.159], [0.134, 0.009, -0.115]],
  "total_charge": -1,
  "e_above_lowest_kcal_mol": 18.0,
  "e_homo_ev": -4.6457,
  "lumo_energy_ha": 0.0678
}